{
  "formula": "C5H9N6O2",
  "method": "ωB97M-V/def2-TZVPD",
  "symbols": ["C", "N", "N", "C", "N", "N", "C", "C", "N", "O", "C", "N", "O", "H", "H", "H", "H", "H", "H", "H", "H", "H"],
  "coordinates": [[0.241, -2.048, -0.799], [0.086, -0.718, -0.319], [-0.584, 0.124, -0.947], [-0.350, 1.438, -0.937], [0.914, 1.898, -0.928], [1.877, 1.195, -0.520], [1.775, 0.279, 0.423], [0.947, 0.544, 1.668], [1.252, -0.250, 2.705], [0.081, 1.390, 1.681], [-1.356, 2.402, -1.275], [-2.639, 2.127, -1.221], [-1.001, 3.620, -1.554], [1.202, -2.432, -0.465], [-0.538, -2.659, -0.335], [0.156, -2.122, -1.885], [2.593, -0.426, 0.484], [2.022, -0.895, 2.700], [0.757, -0.108, 3.572], [-2.965, 1.199, -0.995], [-3.311, 2.869, -1.372], [-0.028, 3.725, -1.546]],
  "smiles": "C/N=N/C(=N\\N=C/C(N)=O)C(=[NH2+])O",
  "charge": 1,
  "homo_lumo_gap_ev": 8.1,
  "spin_multiplicity": 1,
  "relative_energy_kcal_mol": 15.5
}